No. 1
The following is a quantum chemistry calculation of a 2-piece molecular cluster, C6H14NO overall in a non-equilibrium geometry, from OMol25.

```
22
C6H14NO ωB97M-V/def2-TZVPD
O -1.67406 -0.79900 -1.66812
N 1.57128 0.18329 0.81351
C 1.61970 -0.64541 -0.20611
C 0.75289 -1.77514 -0.56210
C -0.61785 0.87095 2.74849
C 0.29919 0.90361 0.41098
C -1.28935 -0.44999 -2.91474
C -0.13535 1.79800 1.62725
H -1.25010 0.13081 2.25876
H 0.35394 1.61006 -0.41959
H 1.33433 -2.56154 -1.04849
H -0.99104 2.42066 1.33660
H -1.20213 1.37687 3.52302
H 0.37009 -2.22098 0.36406
H -2.07944 -0.08705 -3.62943
H -0.53723 0.20644 0.40454
H 0.68907 2.45243 1.92094
H 0.26036 0.39196 3.18546
H -0.95337 -1.30305 -3.57027
H 2.49055 -0.42400 -0.85529
H -0.52782 0.37555 -2.90020
H -0.18548 -1.44836 -1.14146
```

Maximum force   4.48 eV Å⁻¹
E_HOMO   -2.9 eV
Multiplicity   1
Kohn-Sham gap   6.96 eV
Charge   -1

***

No. 2
The following is a quantum chemistry calculation of C6H14NO as an isolated structure in a non-equilibrium geometry, from OMol25.

```
22
C6H14NO ωB97M-V/def2-TZVPD
O -2.76823 -0.25921 0.11049
N 3.13108 -0.36092 -0.26520
C -2.01877 0.62091 -0.71379
C 2.50986 0.79235 0.15155
C -0.99590 -2.91320 -0.71901
C -0.03391 1.25838 0.83504
C 1.39886 0.78034 1.33760
C -0.50922 0.69881 -0.50564
H 1.37071 -0.34010 1.45437
H -0.06542 2.39205 0.84682
H -0.70071 0.95302 1.63108
H -0.24925 1.44347 -1.36790
H -1.33798 -1.88695 -0.55533
H -1.55002 -3.52017 -0.02497
H -1.14906 -3.24014 -1.74754
H -2.21569 0.32387 -1.78894
H 0.05450 -3.02742 -0.50340
H -2.55696 1.61929 -0.56776
H 1.80506 -0.27662 -0.50832
H -0.06023 -0.32700 -0.59659
H 2.93747 1.87112 0.08528
H 1.84031 1.19023 2.30120
```

Maximum force   6.84 eV Å⁻¹
E_HOMO   -2.5 eV
Multiplicity   1
Kohn-Sham gap   6.10 eV
Charge   -1

***

No. 3
The following is a quantum chemistry calculation of an isolated ion of composition C6H14NO and charge -1 in a non-equilibrium geometry, from OMol25.

```
22
C6H14NO ωB97M-V/def2-TZVPD
O 0.89743 1.18872 -3.23506
N 0.48689 -0.05312 0.36309
C 1.01173 0.37501 -2.17869
C 0.04223 0.09084 2.83175
C -1.33493 0.57653 -1.29632
C -0.52919 0.21486 1.37493
C 0.12245 0.69906 -0.86578
C 0.67617 -1.49739 0.11797
H 2.07433 0.35075 -1.86306
H 0.42273 1.73953 -0.69538
H -0.03909 -0.94955 3.17958
H 1.49265 -1.88501 0.74966
H -1.26740 0.76644 -2.37457
H -0.48279 0.70015 3.55971
H 0.99824 -1.65884 -0.90939
H -0.19701 -2.12980 0.32428
H -1.46731 -0.32429 1.37060
H 1.11742 0.27709 2.79516
H 0.59044 -0.64223 -2.44716
H -2.05813 1.30861 -0.90393
H -1.77404 -0.41927 -1.19924
H -0.78283 1.27190 1.30183
```

Maximum force   2.69 eV Å⁻¹
E_HOMO   -2.3 eV
SMILES string   CCN(C)[C@H](C)C[O-]
Multiplicity   1
Kohn-Sham gap   5.99 eV
Charge   -1

***

No. 4
The following is a quantum chemistry calculation of an isolated ion of composition C6H14NO and charge -2 in a non-equilibrium geometry, from OMol25.

```
22
C6H14NO ωB97M-V/def2-TZVPD
O 3.23100 -0.86227 -0.37221
N 1.27621 0.33845 0.34433
C 0.19133 0.14855 -0.63793
C -1.80393 -0.81989 0.75732
C -1.14680 1.52599 1.03063
C 0.21445 -1.25530 -1.25908
C 2.62718 0.34206 -0.32601
C -1.21368 0.38893 -0.00293
H 0.32333 0.95339 -1.37361
H -0.38970 1.48789 1.80452
H 3.25115 1.02098 0.32848
H -2.14279 1.66427 1.45240
H -2.18239 -1.66719 0.17128
H -1.16132 -1.29657 1.50962
H 1.21494 -1.47557 -1.62119
H 1.29835 -0.59552 0.75961
H -0.93749 2.47111 0.49182
H -2.66880 -0.46560 1.33272
H -0.60379 -1.45937 -1.95314
H 2.51244 0.91232 -1.28385
H -1.99844 0.57782 -0.74359
H 0.10878 -1.93448 -0.40919
```

Maximum force   2.11 eV Å⁻¹
E_HOMO (alpha / beta)   4.0 / 0.0 eV
Multiplicity   2
Kohn-Sham gap (alpha / beta)   2.79 / 6.77 eV
Charge   -2

***

No. 5
The following is a quantum chemistry calculation of a 2-piece molecular cluster, C6H14NO overall in a non-equilibrium geometry, from OMol25.

```
22
C6H14NO ωB97M-V/def2-TZVPD
O -0.96974 -0.38918 0.42528
N 1.30169 -1.74307 -0.49546
C -1.66217 1.69777 -0.79262
C -0.08242 -2.78231 1.28188
C 0.17656 -2.13212 -0.09369
C 1.11246 2.76885 -0.12294
C 0.68775 1.29834 0.24338
C -0.57689 0.84654 0.00356
H 1.43270 0.52049 0.59711
H -1.90269 2.70085 -0.43486
H 1.42720 -1.49730 -1.39860
H 0.65371 -2.45922 1.96044
H -0.60110 -2.30617 -0.73149
H 0.42023 3.35074 0.40228
H 2.15867 2.98604 0.13910
H -1.90980 -0.44735 -0.00250
H 0.30021 -3.75986 1.16581
H -1.07520 -2.74044 1.54531
H -1.23679 1.88016 -1.79885
H 2.09016 -1.63996 0.17471
H -2.57954 1.12448 -0.92687
H 0.83499 2.72270 -1.14098
```

Maximum force   4.56 eV Å⁻¹
E_HOMO   -12.3 eV
Multiplicity   1
Kohn-Sham gap   8.89 eV
Charge   +1

***

No. 6
The following is a quantum chemistry calculation of an isolated ion of composition C6H14NO and charge +1 in a non-equilibrium geometry, from OMol25.

```
22
C6H14NO ωB97M-V/def2-TZVPD
O 0.49538 -1.05881 -2.64494
N 0.96260 -0.14983 3.01565
C -0.38646 1.03430 -1.89078
C -0.78315 1.38382 -0.41877
C -0.43610 -0.43551 -2.21631
C -1.14282 0.25973 0.54816
C -0.10372 -0.84500 0.80202
C 1.12955 -0.33525 1.54394
H 1.41389 0.60102 1.09450
H -1.52798 2.17539 -0.43722
H 0.12410 1.87616 -0.05194
H 1.33290 -0.94224 3.54257
H -1.40608 -0.93956 -2.01153
H 1.99725 -0.95465 1.30445
H -0.03388 -0.08910 3.23670
H 0.29096 -1.24189 -0.13113
H 1.40926 0.70005 3.35730
H -1.43460 0.72926 1.50101
H -2.03713 -0.23463 0.18830
H -1.03547 1.56506 -2.59250
H -0.58988 -1.63788 1.36065
H 0.61992 1.34928 -2.11468
```

Maximum force   1.77 eV Å⁻¹
E_HOMO   -12.7 eV
SMILES string   [NH3+]CCCCCC=O
Multiplicity   1
Kohn-Sham gap   8.83 eV
Charge   +1

***

For reference, E_tot by record: -9983.207 -9981.524 -9985.255 -9981.972 -9977.801 -9979.304 eV.
For reference, energy relative to the best compared isomer or geometry (same formula, charge and spin) by record: 3.417 5.099 1.369 0.408 2.444 0.941 eV.